Entry 1:
An isolated molecule of C4H5N3O at a distorted geometry. Source: the Open Molecules 2025 dataset; level of theory: the ωB97M-V functional and the def2-TZVPD basis.

Its HOMO-LUMO gap is 10.398 eV. The total energy is -10744.76902 eV. The value obtained for the energy above the lowest of the compared OMol25 structures with the same formula, charge and spin is 65.62 kcal/mol. The SMILES is O=c1nc2n([nH]1)CC2.

```
13
Properties=species:S:1:pos:R:3:mulliken_charge:R:1
O -0.93207 -2.23015 2.15118 -0.52
C -0.60820 -1.47135 1.26623 0.45
N -1.53434 -0.83516 0.28363 -0.55
C -0.70005 -0.26081 -0.51974 0.52
N 0.68961 -0.35370 -0.23533 -0.08
N 0.76045 -1.10197 1.00693 -0.32
C 0.81416 1.13316 -0.34042 -0.41
C -0.50727 1.11919 -1.15254 -0.45
H 1.23456 -1.98129 0.84709 0.28
H 0.75441 1.45950 0.69168 0.28
H 1.70289 1.56857 -0.77686 0.25
H -1.22162 1.88275 -0.97575 0.30
H -0.45252 1.07126 -2.24611 0.24
```

***

Entry 2:
An isolated molecule of C4H5N3O at a distorted geometry. Source: the Open Molecules 2025 dataset; level of theory: the ωB97M-V functional and the def2-TZVPD basis.

Its HOMO-LUMO gap is 8.222 eV. The total energy is -10745.34637 eV. The value obtained for the energy above the lowest of the compared OMol25 structures with the same formula, charge and spin is 52.31 kcal/mol. The SMILES is NCC1=NC(=O)C=N1.

```
13
Properties=species:S:1:pos:R:3:mulliken_charge:R:1
N -0.61077 0.37775 -2.69831 -0.60
C -0.18022 1.22896 -1.58709 -0.36
C 0.11199 0.38376 -0.41699 0.54
N -0.46590 0.69749 0.70531 -0.48
C -0.10577 -0.33208 1.59410 0.42
O -0.41286 -0.52315 2.73933 -0.46
C 0.88691 -1.20873 0.79172 0.01
N 0.95963 -0.73547 -0.42572 -0.54
H -1.52628 0.06618 -2.54421 0.25
H 0.08183 -0.37280 -2.69385 0.29
H 0.81438 1.71135 -1.81333 0.24
H -0.91347 2.05787 -1.36730 0.26
H 1.38831 -2.08728 1.14460 0.42
```

***

Entry 3:
An isolated molecule of C4H5N3O at a distorted geometry. Source: the Open Molecules 2025 dataset; level of theory: the ωB97M-V functional and the def2-TZVPD basis.

Its HOMO-LUMO gap is 10.373 eV. The total energy is -10745.14752 eV. The value obtained for the energy above the lowest of the compared OMol25 structures with the same formula, charge and spin is 56.89 kcal/mol. The SMILES is CC(=O)n1cnnc1.

```
13
Properties=species:S:1:pos:R:3:mulliken_charge:R:1
C 1.70908 0.84072 0.01660 -1.08
C 1.00276 -0.50986 0.02361 0.74
O 1.56095 -1.60913 0.13603 -0.54
N -0.37382 -0.31812 -0.03126 0.02
C -1.24497 -1.37240 -0.08383 -0.01
N -2.47878 -0.90886 -0.00174 -0.43
N -2.45352 0.45618 0.16563 -0.35
C -1.20888 0.79561 0.05812 0.08
H 2.83697 0.55747 -0.21258 0.28
H 1.28114 1.37846 -0.81680 0.34
H 1.47748 1.42202 0.94220 0.33
H -1.24965 -2.57309 0.02482 0.34
H -0.85877 1.84100 -0.22081 0.29
```

***

Entry 4:
A structure of composition C4H5N3O at a distorted geometry. Source: the Open Molecules 2025 dataset; level of theory: the ωB97M-V functional and the def2-TZVPD basis.

Its HOMO-LUMO gap is 8.875 eV. The total energy is -10741.45210 eV. The value obtained for the energy above the lowest of the compared OMol25 structures with the same formula, charge and spin is 142.11 kcal/mol.

```
13
Properties=species:S:1:pos:R:3:mulliken_charge:R:1
C 1.43727 -0.37366 -0.09526 0.13
C -0.48785 0.56826 0.16131 -0.14
C -1.83698 0.00508 -0.02712 -0.07
C 0.03837 -0.61010 0.01055 0.47
H 3.37529 -0.73537 0.73899 0.41
H 0.29531 2.57210 0.00162 0.25
H -2.30633 0.02336 1.05747 0.19
H -2.37080 0.35375 -0.98642 0.26
H -1.49262 -1.80648 -0.74953 0.24
N 1.65487 0.92263 -0.09768 -0.71
N 0.44157 1.55382 -0.03407 0.10
N -1.25329 -1.32131 0.06368 -0.50
O 2.50519 -1.15209 -0.04355 -0.65
```

***

Entry 5:
A structure of composition C4H5N3O at a distorted geometry. Source: the Open Molecules 2025 dataset; level of theory: the ωB97M-V functional and the def2-TZVPD basis.

Its HOMO-LUMO gap is 10.297 eV. The total energy is -10740.97143 eV. The value obtained for the energy above the lowest of the compared OMol25 structures with the same formula, charge and spin is 153.20 kcal/mol.

```
13
Properties=species:S:1:pos:R:3:mulliken_charge:R:1
C -1.61777 0.15791 -0.66692 -0.16
C -1.56318 -0.05214 0.74557 -0.32
C 0.47289 -0.59618 -0.17583 0.61
C 2.20979 0.62737 0.11419 -0.08
H -0.78163 0.96578 -1.29415 0.23
H -2.73190 0.12558 -1.20085 0.23
H -0.65832 0.26860 1.70631 0.19
H -2.38494 -0.56067 1.35533 0.25
H 2.99164 1.30525 0.15834 0.46
N -0.82738 -1.02424 -0.26587 -0.40
N 1.46974 -1.41119 -0.18716 -0.37
N 2.57967 -0.61401 -0.03413 -0.34
O 0.84138 0.80794 -0.25483 -0.30
```

***

Entry 6:
An isolated molecule of C4H5N3O at a distorted geometry. Source: the Open Molecules 2025 dataset; level of theory: the ωB97M-V functional and the def2-TZVPD basis.

Its HOMO-LUMO gap is 8.207 eV. The total energy is -10742.78156 eV. The value obtained for the energy above the lowest of the compared OMol25 structures with the same formula, charge and spin is 111.46 kcal/mol.

```
13
Properties=species:S:1:pos:R:3:mulliken_charge:R:1
C -1.15136 0.60926 -0.02110 -0.41
C -0.01727 0.00635 0.23929 0.37
C 1.56393 -1.40774 -0.01504 0.02
C 1.47312 0.47155 -0.07502 0.76
H -2.07049 -1.08217 -0.30591 0.19
H -3.17309 0.19665 -0.40353 0.25
H -1.18664 1.55519 -0.45104 0.36
H 1.68791 -2.54393 0.10106 0.33
H 0.83255 2.34239 0.61312 0.25
N -2.28051 -0.21870 0.00210 -0.48
N 2.40645 -0.42183 -0.25289 -0.45
N 1.67216 1.74906 0.18880 -0.76
O 0.24324 -1.25609 0.38018 -0.43
```

***

Entry 7:
An isolated molecule of C4H5N3O at a distorted geometry. Source: the Open Molecules 2025 dataset; level of theory: the ωB97M-V functional and the def2-TZVPD basis.

Its HOMO-LUMO gap is 8.916 eV. The total energy is -10743.68374 eV. The value obtained for the energy above the lowest of the compared OMol25 structures with the same formula, charge and spin is 90.65 kcal/mol. The SMILES is CC1=N/C(=C\O)N=N1.

```
13
Properties=species:S:1:pos:R:3:mulliken_charge:R:1
C -2.51635 -0.61843 -0.06814 -0.77
C -0.95290 -0.07381 0.06689 0.48
N 0.20846 -0.65028 0.10744 -0.51
C 1.06277 0.48711 0.09914 0.38
C 2.42377 0.46353 -0.02985 -0.04
O 3.23543 -0.58766 -0.07920 -0.47
N 0.33828 1.72846 -0.05767 -0.25
N -0.90019 1.37290 0.01189 -0.30
H -2.57495 -1.78991 -0.55959 0.26
H -3.25479 0.19210 -0.67707 0.26
H -2.95403 -0.44887 0.98559 0.23
H 3.03179 1.34229 0.05701 0.38
H 2.85271 -1.41746 0.14354 0.35
```

***

Entry 8:
An isolated molecule of C4H5N3O at a distorted geometry. Source: the Open Molecules 2025 dataset; level of theory: the ωB97M-V functional and the def2-TZVPD basis.

Its HOMO-LUMO gap is 9.497 eV. The total energy is -10742.88875 eV. The value obtained for the energy above the lowest of the compared OMol25 structures with the same formula, charge and spin is 108.98 kcal/mol. The SMILES is C1Cc2[nH]nnc2O1.

```
13
Properties=species:S:1:pos:R:3:mulliken_charge:R:1
C 0.58070 1.17719 0.95546 -0.44
C 1.01278 -0.26325 0.71419 -0.26
C -0.06672 -0.60961 -0.41033 0.06
N -0.90636 -1.53291 -1.01399 0.08
N -1.88803 -0.94263 -1.70299 -0.49
N -1.82172 0.37307 -1.38705 -0.39
C -0.67629 0.57695 -0.64619 0.42
O -0.38512 1.58014 0.16299 -0.36
H 1.40412 1.85651 0.72471 0.24
H 0.27978 1.36257 1.92950 0.34
H 2.20483 -0.35922 0.52871 0.24
H 0.85956 -0.68230 1.68130 0.21
H -0.59751 -2.53652 -1.53630 0.35
```

***

Entry 9:
An isolated molecule of C4H5N3O at a distorted geometry. Source: the Open Molecules 2025 dataset; level of theory: the ωB97M-V functional and the def2-TZVPD basis.

Its HOMO-LUMO gap (alpha / beta) is 6.792 / 10.056 eV. As for the multiplicity: 3. The total energy is -10741.80913 eV. The value obtained for the energy above the lowest of the compared OMol25 structures with the same formula, charge and spin is 14.06 kcal/mol.

```
13
Properties=species:S:1:pos:R:3:mulliken_charge:R:1
C 0.84110 -1.74779 -0.06432 -0.10
C 1.80049 -2.44260 0.47943 0.54
C -0.90207 0.03415 -0.29044 0.56
C 0.77693 1.68735 0.03230 -0.64
N -0.05408 -0.93860 -0.01925 -0.37
N 2.62347 -3.17523 0.76164 -0.51
N -2.28610 -0.21638 -0.11827 -0.45
O -0.51217 1.30755 -0.42530 -0.39
H 0.58661 2.04504 1.02744 0.28
H 1.04856 2.55393 -0.56736 0.21
H 1.48681 0.91485 -0.02855 0.34
H -2.72157 0.76784 -0.00125 0.29
H -2.68800 -0.79013 -0.78608 0.25
```

***

Entry 10:
An isolated molecule of C4H5N3O2 at a distorted geometry. Source: the Open Molecules 2025 dataset; level of theory: the ωB97M-V functional and the def2-TZVPD basis.

Its HOMO-LUMO gap is 9.852 eV. The total energy is -12791.34843 eV. The value obtained for the energy above the lowest of the compared OMol25 structures with the same formula, charge and spin is 104.37 kcal/mol. The SMILES is CN1C=NC(=O)N=CO1.

```
14
Properties=species:S:1:pos:R:3:mulliken_charge:R:1
C 2.03500 -0.18927 0.36396 -0.83
N 0.66751 -0.04182 -0.08415 0.11
C -0.03661 -1.17918 -0.38486 0.13
N -1.34717 -1.33865 -0.41803 -0.49
C -2.18598 -0.32581 0.04464 0.69
O -3.06157 -0.53639 0.89142 -0.54
N -2.02721 0.96564 -0.58454 -0.35
C -0.97389 1.61118 -0.26597 0.03
O 0.00592 1.03787 0.55759 -0.30
H 2.55421 0.78615 0.22441 0.28
H 2.49914 -0.93804 -0.29639 0.34
H 2.13156 -0.55401 1.40454 0.31
H 0.63628 -1.93706 -0.81582 0.25
H -0.89719 2.63939 -0.63680 0.38
```